Entry 1:
{"formula": "C24H44BF6IN4O10PS", "method": "the ωB97M-V functional and the def2-TZVPD basis", "elements": ["C", "C", "O", "B", "O", "C", "C", "C", "N", "N", "N", "C", "C", "C", "F", "C", "F", "N", "C", "F", "F", "C", "F", "F", "C", "I", "C", "C", "S", "C", "C", "P", "O", "O", "H", "H", "H", "H", "H", "H", "H", "H", "H", "H", "H", "H", "H", "H", "H", "H", "H", "H", "H", "H", "H", "H", "H", "H", "H", "H", "H", "H", "H", "H", "H", "H", "C", "C", "C", "O", "C", "O", "O", "H", "H", "H", "H", "H", "H", "C", "C", "C", "O", "C", "O", "O", "H", "H", "H", "H", "H", "H"], "positions_angstrom": [[1.592, -2.541, 4.423], [2.600, -1.807, 3.435], [2.020, -0.729, 2.662], [2.533, -0.623, 1.336], [3.975, -0.460, 1.296], [1.609, -0.587, -0.033], [2.619, -1.021, -1.168], [3.307, -2.443, -1.128], [4.782, -2.412, -0.808], [2.722, -3.514, -0.308], [3.299, -3.018, -2.538], [0.371, -1.562, 0.286], [-0.176, -2.451, -0.929], [-0.438, -3.971, -0.440], [-1.435, -2.038, -1.462], [-0.762, -1.023, 1.240], [-0.673, -1.614, 2.543], [-1.073, 0.429, 1.230], [-1.987, 0.899, 2.330], [-2.318, 2.258, 2.124], [-1.551, 0.779, 3.617], [-3.444, 0.203, 2.277], [-4.111, 0.455, 1.071], [-3.448, -1.125, 2.683], [0.024, 1.396, 0.867], [1.007, 2.508, 2.444], [0.982, 0.872, -0.324], [1.980, 1.978, -0.882], [3.568, 2.354, -0.089], [4.729, 3.203, -1.272], [3.920, 4.116, -2.311], [-0.292, 0.855, -1.777], [-0.778, 2.429, -2.175], [0.078, -0.104, -3.061], [1.388, -3.573, 3.974], [2.118, -2.731, 5.417], [0.644, -1.970, 4.640], [3.093, -2.548, 2.733], [3.407, -1.334, 4.096], [4.428, -1.306, 1.472], [3.477, -0.257, -1.156], [2.231, -0.894, -2.238], [5.162, -3.364, -0.839], [5.235, -1.803, -1.497], [3.014, -4.414, -0.704], [3.092, -3.422, 0.651], [3.785, -2.338, -3.133], [2.327, -3.107, -2.858], [0.857, -2.371, 0.941], [0.527, -2.554, -1.799], [-0.259, -4.628, -1.361], [-1.528, -4.143, -0.164], [0.298, -4.320, 0.337], [-1.718, -1.544, 0.873], [-1.761, 0.521, 0.427], [-4.039, 0.768, 3.069], [-0.537, 2.253, 0.347], [1.380, 2.957, -0.934], [2.174, 1.720, -1.984], [5.377, 3.909, -0.663], [5.433, 2.489, -1.803], [3.130, 4.714, -1.766], [4.647, 4.847, -2.801], [3.457, 3.447, -3.111], [-1.694, 2.430, -2.524], [-0.696, -0.587, -3.421], [-2.521, 1.009, -7.602], [-1.901, -0.306, -7.184], [-2.688, -1.511, -7.610], [-2.321, -2.473, -6.623], [-2.000, -1.779, -5.502], [-1.833, -2.273, -4.424], [-1.896, -0.446, -5.761], [-3.520, 1.126, -7.174], [-1.922, 1.845, -7.232], [-2.591, 1.083, -8.688], [-0.864, -0.360, -7.532], [-2.417, -1.855, -8.608], [-3.771, -1.363, -7.565], [-3.414, 1.637, 5.593], [-3.769, 2.711, 6.596], [-5.232, 3.051, 6.632], [-5.216, 4.400, 7.088], [-4.025, 4.932, 6.693], [-3.757, 6.091, 6.737], [-3.183, 3.961, 6.237], [-3.684, 1.943, 4.579], [-2.338, 1.463, 5.591], [-3.920, 0.697, 5.826], [-3.397, 2.436, 7.589], [-5.792, 2.416, 7.319], [-5.710, 3.024, 5.648]], "homo_lumo_gap_ev": 7.66, "e_tot_ha": -3573.31355, "max_force_ev_per_a": 5.646, "lumo_ha": -0.1048, "e_homo_ev": -10.512, "charge": 1}

***

Entry 2:
{"formula": "C24H44Br16F6FeO4", "method": "the ωB97M-V functional and the def2-TZVPD basis", "elements": ["Fe", "C", "O", "O", "C", "F", "F", "F", "C", "C", "H", "H", "H", "H", "H", "H", "C", "O", "O", "C", "F", "F", "F", "C", "C", "H", "H", "H", "H", "H", "H", "Br", "C", "C", "Br", "H", "H", "H", "H", "Br", "C", "C", "Br", "H", "H", "H", "H", "Br", "C", "C", "Br", "H", "H", "H", "H", "Br", "C", "C", "Br", "H", "H", "H", "H", "Br", "C", "C", "Br", "H", "H", "H", "H", "Br", "C", "C", "Br", "H", "H", "H", "H", "Br", "C", "C", "Br", "H", "H", "H", "H", "Br", "C", "C", "Br", "H", "H", "H", "H"], "positions_angstrom": [[-0.259, 2.152, 1.525], [1.674, -0.314, -0.622], [0.394, -0.638, -0.043], [1.757, 1.029, -0.155], [2.822, -1.329, -0.257], [3.085, -1.387, 1.049], [2.658, -2.609, -0.644], [3.932, -0.998, -0.939], [-0.282, -1.910, -0.450], [-1.630, -2.075, 0.277], [-1.968, -1.112, 0.661], [-2.460, -2.177, -0.423], [-1.654, -2.911, 0.975], [0.381, -2.708, -0.116], [-0.482, -1.905, -1.521], [1.494, -0.314, -1.697], [-3.025, 4.951, 2.334], [-2.047, 5.242, 1.356], [-2.637, 3.646, 2.604], [-3.263, 5.944, 3.545], [-4.355, 5.665, 4.227], [-2.260, 5.966, 4.390], [-3.393, 7.183, 3.065], [-2.355, 6.250, 0.289], [-1.077, 6.404, -0.505], [-0.828, 5.512, -1.080], [-1.112, 7.158, -1.292], [-0.107, 6.563, -0.035], [-2.626, 7.211, 0.726], [-3.015, 5.802, -0.454], [-4.062, 4.925, 1.998], [-3.972, 1.329, -3.356], [-5.899, 1.665, -3.624], [-6.728, 0.382, -3.727], [-8.673, 1.047, -3.855], [-6.011, 2.123, -4.606], [-6.214, 2.274, -2.777], [-6.690, -0.340, -2.911], [-6.476, -0.145, -4.647], [10.837, 0.229, 1.185], [9.627, -1.241, 1.920], [10.240, -1.604, 3.266], [9.108, -2.854, 4.293], [9.666, -2.122, 1.280], [8.625, -0.815, 1.966], [10.460, -0.661, 3.767], [11.195, -2.113, 3.133], [0.361, -1.707, 4.969], [0.512, -3.542, 5.652], [-0.340, -3.671, 6.864], [-0.394, -5.534, 7.564], [1.581, -3.701, 5.795], [0.089, -4.153, 4.854], [-1.354, -3.307, 6.695], [0.012, -3.085, 7.713], [-2.885, -1.414, -10.675], [-2.080, -2.123, -9.047], [-3.237, -2.777, -8.218], [-2.693, -3.066, -6.361], [-1.618, -1.343, -8.444], [-1.341, -2.875, -9.326], [-3.644, -3.681, -8.670], [-4.068, -2.071, -8.216], [9.512, 1.306, -4.520], [9.175, -0.510, -3.938], [10.480, -1.339, -3.989], [10.075, -3.246, -3.432], [8.422, -0.895, -4.625], [8.747, -0.528, -2.935], [11.265, -1.062, -3.285], [10.855, -1.332, -5.012], [-6.679, -9.754, 1.236], [-5.946, -8.986, 2.850], [-5.691, -7.446, 2.708], [-5.201, -6.470, 4.387], [-5.010, -9.537, 2.948], [-6.663, -9.262, 3.623], [-6.561, -6.994, 2.231], [-4.887, -7.270, 1.993], [4.690, 7.126, -3.019], [5.653, 5.764, -1.887], [6.064, 6.233, -0.445], [6.663, 4.732, 0.694], [6.532, 5.365, -2.392], [4.970, 4.943, -1.673], [5.231, 6.703, 0.078], [6.926, 6.900, -0.465], [-7.433, -1.337, 3.137], [-7.404, 0.638, 2.713], [-7.392, 1.436, 4.038], [-9.109, 1.058, 4.944], [-8.245, 0.862, 2.056], [-6.532, 0.895, 2.112], [-7.268, 2.516, 3.963], [-6.538, 1.170, 4.662]], "homo_lumo_gap_ev": [5.60, 5.13], "spin_multiplicity": 5, "e_tot_ha": -44288.62209, "s_squared": 6.014, "max_force_ev_per_a": 3.894, "lumo_ha": [-0.1319, -0.1458], "e_homo_ev": [-9.188, -9.096]}

***

Entry 3:
{"formula": "C24H44Br2N12O22S", "method": "the ωB97M-V functional and the def2-TZVPD basis", "elements": ["C", "C", "C", "C", "C", "C", "S", "C", "O", "O", "C", "N", "C", "C", "C", "Br", "C", "C", "Br", "N", "C", "H", "H", "H", "H", "H", "H", "H", "H", "H", "H", "H", "H", "H", "H", "C", "N", "O", "O", "H", "H", "H", "C", "N", "O", "O", "H", "H", "H", "C", "N", "O", "O", "H", "H", "H", "C", "N", "O", "O", "H", "H", "H", "C", "N", "O", "O", "H", "H", "H", "C", "N", "O", "O", "H", "H", "H", "C", "N", "O", "O", "H", "H", "H", "C", "N", "O", "O", "H", "H", "H", "C", "N", "O", "O", "H", "H", "H", "C", "N", "O", "O", "H", "H", "H"], "positions_angstrom": [[1.099, -4.649, -0.796], [1.811, -3.669, -1.666], [1.785, -2.089, -1.161], [3.218, -1.458, -0.608], [3.165, 0.139, -0.154], [1.750, 1.000, -0.265], [1.873, 2.834, 0.252], [0.951, 3.974, -0.922], [1.381, 2.949, 1.746], [3.398, 3.234, 0.285], [0.319, 0.340, -0.824], [-0.861, 1.270, -0.861], [-2.018, 0.499, -1.438], [-2.048, -1.060, -1.911], [-3.402, -1.771, -2.561], [-3.335, -3.766, -2.149], [-4.815, -1.230, -1.939], [-4.840, -1.024, -0.314], [-5.516, 0.392, -2.961], [-0.827, -1.933, -1.810], [0.376, -1.224, -1.262], [0.412, -5.494, -1.227], [1.223, -4.537, 0.368], [2.355, -3.999, -2.676], [4.195, -2.119, -0.562], [4.162, 0.667, 0.238], [-0.161, 4.093, -0.504], [1.422, 5.052, -1.026], [0.839, 3.515, -2.017], [-3.042, 1.103, -1.549], [-3.319, -1.621, -3.737], [-5.624, -2.077, -2.173], [-5.601, -1.820, 0.147], [-3.822, -1.206, 0.232], [-5.328, 0.028, -0.102], [-5.051, 1.105, -7.645], [-4.079, 0.560, -6.659], [-4.282, -0.584, -6.237], [-3.140, 1.297, -6.337], [-5.821, 0.353, -7.834], [-5.491, 2.005, -7.211], [-4.501, 1.333, -8.559], [-1.341, -9.180, -2.092], [-1.066, -7.928, -1.337], [-0.455, -7.031, -1.930], [-1.471, -7.881, -0.169], [-0.930, -9.082, -3.099], [-0.858, -10.000, -1.557], [-2.424, -9.312, -2.129], [4.351, 3.008, 3.551], [5.324, 2.463, 4.537], [5.121, 1.318, 4.959], [6.263, 3.199, 4.859], [3.582, 2.256, 3.361], [3.912, 3.908, 3.985], [4.902, 3.235, 2.636], [-3.153, 5.397, -7.353], [-4.216, 4.366, -7.500], [-4.048, 3.500, -8.367], [-5.188, 4.454, -6.741], [-2.364, 5.197, -8.080], [-3.611, 6.371, -7.539], [-2.766, 5.328, -6.334], [1.647, 0.397, 4.614], [0.584, -0.634, 4.467], [0.752, -1.500, 3.600], [-0.388, -0.546, 5.226], [2.436, 0.197, 3.887], [1.189, 1.371, 4.428], [2.034, 0.328, 5.632], [9.251, 2.874, 5.746], [10.681, 2.625, 5.419], [11.486, 2.629, 6.358], [10.956, 2.433, 4.228], [9.157, 3.026, 6.823], [8.940, 3.768, 5.202], [8.683, 1.997, 5.428], [-0.349, -1.108, -5.082], [1.081, -1.357, -5.408], [1.886, -1.353, -4.469], [1.356, -1.549, -6.599], [-0.443, -0.956, -4.004], [-0.660, -0.214, -5.626], [-0.917, -1.984, -5.399], [-2.129, 2.020, 5.924], [-1.425, 3.300, 5.640], [-0.238, 3.380, 5.978], [-2.083, 4.187, 5.085], [-1.432, 1.334, 6.411], [-2.970, 2.246, 6.581], [-2.468, 1.612, 4.970], [-1.488, -7.888, 3.455], [-1.566, -9.164, 4.217], [-2.615, -9.812, 4.131], [-0.570, -9.478, 4.880], [-2.429, -7.738, 2.921], [-1.321, -7.084, 4.175], [-0.656, -7.973, 2.754], [-0.929, 6.097, 3.145], [-0.225, 7.376, 2.861], [0.962, 7.456, 3.199], [-0.883, 8.264, 2.306], [-0.232, 5.411, 3.631], [-1.770, 6.322, 3.802], [-1.268, 5.688, 2.191]], "homo_lumo_gap_ev": 6.73, "e_tot_ha": -8797.88052, "max_force_ev_per_a": 7.900, "lumo_ha": -0.0773, "e_homo_ev": -8.830}